Here is C21H57Mn2N3O13P as an isolated structure in a non-equilibrium geometry from the OMol25 dataset. Energies are from ωB97M-V with the def2-TZVPD basis set.

Output
Spin multiplicity: 11
ΔE to the lowest compared entry with this formula, charge and spin: 0.0 kcal per mole
DFT total energy: -4619.740773 a.u.
Charge: +1
Frontier orbital gap (spin up / spin down): 7.4 / 6.9 eV

Geometry as XYZ:
```
97
Properties=species:S:1:pos:R:3:forces:R:3
Mn 2.007 -0.954 1.612 0.05 -0.62 -0.66
Mn 2.256 1.256 -1.742 1.22 -0.30 -1.30
P 0.647 -0.017 -0.225 -1.43 -1.47 2.68
O 0.175 0.463 1.228 -0.94 -1.12 -2.87
O 0.950 -1.545 -0.055 -2.72 -0.14 -0.62
O 2.103 0.318 0.006 5.97 3.34 -0.92
O 0.390 0.534 -1.651 -0.92 -0.38 1.98
C 1.010 -6.293 3.890 0.84 1.71 -0.22
O 1.045 -4.805 3.835 -0.97 -0.83 -0.05
C 0.820 -4.165 2.566 0.91 0.72 1.15
C 0.472 -2.691 2.905 -1.90 -1.36 -2.02
N 1.625 -1.953 3.425 -1.22 -1.69 0.89
C 1.117 -0.787 4.148 1.15 1.81 -1.12
C 2.253 0.309 4.101 0.12 -0.38 1.02
O 3.041 0.272 2.816 -0.51 0.85 2.40
C 4.219 1.103 2.766 0.54 -0.98 0.95
H 0.398 -6.748 3.111 0.03 0.29 -0.13
H 0.633 -6.607 4.863 0.05 0.32 -0.05
H 2.064 -6.551 3.785 -0.19 -0.63 -0.05
H 0.059 -4.673 1.973 0.01 0.22 -0.05
H 1.773 -4.086 2.044 0.05 -0.60 -0.59
H -0.375 -2.753 3.588 -0.01 0.48 0.22
H 0.192 -2.181 1.984 -0.93 -0.34 -0.10
H 1.809 -2.748 4.021 2.00 0.48 1.20
H 0.782 -1.012 5.160 0.19 0.21 0.02
H 0.301 -0.340 3.580 -0.35 -0.48 0.03
H 2.810 0.081 5.009 1.27 -0.07 -0.54
H 1.884 1.312 4.315 -0.30 0.07 -0.72
H 4.032 2.174 2.845 -0.30 -0.13 -0.36
H 4.834 0.784 1.924 -0.59 0.38 -0.47
H 4.859 0.805 3.596 -0.11 0.20 0.40
C -5.006 -2.185 -2.567 0.29 0.44 0.66
O -4.350 -0.943 -2.225 -0.58 -1.19 0.37
C -4.122 -0.908 -0.810 0.64 1.23 -0.48
C -3.325 0.380 -0.411 -0.02 -0.72 -0.60
N -3.814 1.502 -1.179 -0.65 0.77 0.85
C -3.090 2.749 -1.003 0.17 0.69 -0.56
C -2.897 3.217 0.425 1.64 -1.55 -0.40
O -4.085 3.407 1.042 -2.98 1.21 1.47
C -4.002 3.693 2.462 1.32 -1.01 -1.03
H -6.006 -2.311 -2.151 -0.15 0.41 0.63
H -4.385 -2.972 -2.139 -0.03 -0.50 -0.44
H -5.213 -2.307 -3.630 0.83 0.35 -0.14
H -3.549 -1.745 -0.410 0.18 -0.54 -0.38
H -5.084 -0.955 -0.301 -0.24 0.29 0.16
H -2.247 0.337 -0.567 -0.03 -0.62 -0.20
H -3.461 0.508 0.663 -0.07 -0.04 0.39
H -4.654 1.700 -0.654 -0.97 0.24 -0.59
H -3.581 3.534 -1.578 -0.60 0.00 0.06
H -2.128 2.745 -1.516 0.48 -0.59 0.19
H -2.224 4.073 0.443 0.10 0.45 0.18
H -2.419 2.382 0.937 0.80 0.06 0.22
H -3.213 4.434 2.592 -0.36 0.56 0.27
H -3.592 2.808 2.948 -0.11 -0.27 0.12
H -4.953 3.915 2.946 0.01 0.30 -0.69
C 3.600 -1.364 -3.124 0.23 -2.11 0.11
O 2.756 -0.292 -3.350 -0.54 2.00 2.16
C 2.970 0.301 -4.576 -1.22 0.81 -2.16
C 1.956 1.513 -4.766 1.45 0.65 -0.53
N 2.119 2.447 -3.620 -0.65 0.41 1.40
C 0.910 3.271 -3.298 0.30 0.44 0.24
C 1.012 4.009 -1.893 -2.05 -1.73 -1.80
O 1.661 3.096 -1.055 -0.19 -0.16 -2.57
C 1.973 3.617 0.127 2.22 0.20 3.53
H 3.623 -1.735 -2.099 -0.23 0.78 0.33
H 4.618 -1.147 -3.446 0.01 -0.20 -0.19
H 3.114 -2.200 -3.626 0.70 -0.35 -0.56
H 2.863 -0.508 -5.298 -0.59 0.26 -0.63
H 3.999 0.610 -4.759 0.26 0.48 0.59
H 0.927 1.294 -5.053 -0.13 -0.59 0.99
H 2.212 2.208 -5.565 0.62 -0.93 -0.89
H 2.776 3.172 -3.868 0.73 -0.48 -0.08
H 0.096 2.549 -3.359 -0.42 0.53 0.31
H 0.830 4.058 -4.048 -0.51 -0.14 -0.19
H 0.004 4.034 -1.479 -0.40 0.36 -0.30
H 1.335 5.050 -1.910 0.97 -0.27 -0.01
H 2.260 2.779 0.762 -0.96 -0.14 0.59
H 1.176 4.246 0.524 0.25 -0.01 0.31
H 2.969 4.056 0.070 -0.15 1.31 -0.07
C 0.803 -4.219 -1.777 -0.02 -2.81 0.32
O 1.631 -3.828 -0.700 0.22 -0.41 -1.26
H -0.211 -4.411 -1.425 -0.48 0.88 -0.23
H 0.866 -3.758 -2.763 0.02 1.00 0.36
H 1.067 -5.249 -2.016 0.44 -0.24 -0.07
H 1.357 -2.915 -0.591 0.08 0.70 0.60
C -1.561 -1.346 -3.336 0.86 1.63 1.12
O -1.716 0.030 -2.943 -1.37 -0.09 -1.32
H -0.609 -1.407 -3.864 -0.07 -0.51 -0.53
H -1.431 -1.900 -2.407 -0.29 -0.68 -0.09
H -2.426 -1.668 -3.916 0.24 0.09 0.12
H -0.907 0.395 -2.576 0.09 -0.63 0.00
C -1.448 1.567 3.994 0.20 1.01 1.31
O -0.790 2.145 2.935 0.42 0.67 -0.78
H -2.092 0.707 3.810 -0.21 0.08 -0.36
H -0.731 1.303 4.772 0.12 -0.43 0.39
H -1.965 2.433 4.406 -0.74 -0.54 0.43
H -0.379 1.492 2.363 0.06 -0.38 -0.67
```
Positions in Å, forces in eV/Å.

Atom charges from the Löwdin analysis, given in e for atoms 1 to 8: Mn 0.985; Mn 0.971; P 0.214; O -0.339; O -0.376; O -0.443; O -0.330; C -0.031